1.
{"formula": "C2F6NNiO4S6Sb", "method": "ωB97M-V/def2-TZVPD", "homo_lumo_gap_ev": [5.79, 5.27], "s_squared": 2.0185, "spin_multiplicity": 3, "charge": -2, "species": ["Ni", "F", "C", "F", "F", "S", "O", "O", "N", "S", "O", "O", "C", "F", "F", "F", "S", "Sb", "S", "S", "S"], "positions_angstrom": [[0.431087, -0.418972, -0.525175], [-3.157200, 0.126670, -1.835324], [-2.049848, 0.805089, -2.131601], [-2.385371, 1.836810, -2.915106], [-1.237391, 0.022107, -2.819960], [-1.266164, 1.518760, -0.605908], [0.089935, 1.840228, -1.001989], [-2.154755, 2.594111, -0.275998], [-1.389201, 0.266571, 0.414537], [-0.346661, 0.112726, 1.680380], [-0.327358, -1.219830, 2.190503], [0.840060, 0.923644, 1.584254], [-1.316228, 1.007962, 2.977323], [-1.422498, 2.308512, 2.691750], [-2.553397, 0.510480, 3.098183], [-0.706636, 0.891038, 4.164152], [5.591209, -3.200661, 0.550706], [4.486825, -3.474702, -1.419659], [2.340011, -1.273979, -1.422107], [0.757155, -2.504530, -1.271121], [5.776425, -2.672034, -3.127841]], "forces_ev_per_a": [[0.50, -0.46, -0.65], [-0.09, -0.01, 0.02], [-0.06, -0.07, 0.12], [-0.04, 0.07, -0.04], [0.09, -0.09, -0.02], [-0.38, 0.26, 0.39], [-0.26, -0.10, 0.11], [0.05, 0.02, 0.06], [1.10, 0.07, -0.18], [-0.70, 0.73, 0.31], [-0.15, -0.05, -0.16], [-0.10, -0.15, 0.06], [-0.08, 0.01, -0.04], [0.01, -0.01, 0.01], [0.03, -0.02, 0.04], [0.00, 0.01, -0.01], [0.04, 0.00, 0.14], [0.29, -0.28, -0.13], [-0.34, 0.09, 0.06], [0.06, -0.01, 0.01], [0.04, -0.02, -0.09]]}

---

2.
{"formula": "C34H54N5OPS5Sb2Ti", "method": "ωB97M-V/def2-TZVPD", "homo_lumo_gap_ev": [5.49, 6.03], "s_squared": 0.7643, "spin_multiplicity": 2, "charge": -1, "species": ["Ti", "N", "C", "S", "N", "N", "C", "C", "C", "C", "C", "C", "N", "H", "H", "H", "H", "H", "H", "H", "C", "Sb", "C", "C", "C", "C", "C", "C", "C", "C", "C", "Sb", "C", "C", "H", "H", "H", "H", "H", "H", "H", "H", "H", "H", "H", "H", "H", "H", "H", "H", "H", "H", "H", "H", "O", "C", "S", "C", "C", "S", "S", "S", "C", "C", "C", "C", "P", "N", "C", "C", "C", "C", "C", "C", "C", "C", "H", "H", "H", "H", "H", "H", "H", "H", "H", "H", "H", "H", "H", "H", "H", "H", "H", "H", "H", "H", "H", "H", "H", "H", "H", "H", "H"], "positions_angstrom": [[0.416800, 1.516579, 0.758966], [3.402149, 2.194343, -2.459745], [2.602926, 2.140313, -1.336242], [2.171910, 0.560579, -0.741571], [2.249447, 3.277114, -0.820415], [1.363984, 3.168237, 0.224668], [1.209996, 4.224583, 1.013479], [0.263570, 4.101022, 2.039834], [0.011066, 5.085726, 3.019280], [-0.916089, 4.848726, 3.992714], [-1.627208, 3.629055, 3.988415], [-1.342475, 2.705701, 3.015827], [-0.421438, 2.902197, 2.055051], [3.957630, 1.372405, -2.623624], [3.862460, 3.078826, -2.606337], [1.812016, 5.113362, 0.869368], [0.588013, 6.001072, 2.989482], [-1.097985, 5.581689, 4.768493], [-2.367695, 3.405320, 4.742301], [-1.859160, 1.754183, 2.986569], [4.032458, -1.431422, 3.773983], [2.898849, -1.884361, 1.979952], [1.757478, -3.409870, 3.012298], [4.458122, -3.340541, 1.320786], [3.914411, -4.699036, 1.070364], [4.146507, -5.725321, 1.989617], [3.654481, -7.006533, 1.801818], [2.905601, -7.290922, 0.668775], [2.656324, -6.281162, -0.246975], [3.137846, -4.983457, -0.067232], [2.823500, -3.938778, -1.089144], [0.916165, -2.865473, -0.793274], [-0.291435, -4.662077, -0.632223], [0.622273, -2.752810, -2.946277], [4.674441, -0.568482, 3.601200], [4.634395, -2.294681, 4.059900], [3.342097, -1.188652, 4.581060], [2.422006, -3.982636, 3.659499], [1.288488, -4.083586, 2.293150], [0.980989, -2.930956, 3.608602], [5.230097, -3.355545, 2.088430], [4.882709, -2.907968, 0.412839], [4.741461, -5.505537, 2.869347], [3.862789, -7.780285, 2.530675], [2.521704, -8.289038, 0.497288], [2.076584, -6.498554, -1.137483], [2.736523, -4.379498, -2.082012], [3.574858, -3.149354, -1.116552], [-0.194344, -5.270789, -1.531130], [-1.333960, -4.373654, -0.498177], [0.029267, -5.240525, 0.233649], [0.835533, -3.725823, -3.388900], [1.293017, -2.002671, -3.365601], [-0.406949, -2.473877, -3.174183], [-0.082533, -0.126893, 7.378974], [0.141875, 0.016530, 6.201634], [-0.828807, -0.708750, 4.915862], [0.085043, -0.059340, 3.557121], [1.141274, 0.725017, 3.846644], [2.167211, 1.471214, 2.668344], [1.468077, 0.987850, 5.558061], [-0.463897, -0.436668, 1.941579], [-0.906268, 3.896978, -2.842757], [-2.181261, 3.511469, -2.074000], [-3.419057, 3.882705, -2.890082], [-2.163875, 4.343300, -0.777200], [-1.989883, 1.667467, -1.613120], [-0.862189, 1.459109, -0.552291], [-1.575509, 0.690744, -3.189246], [-1.852036, -0.797431, -2.922366], [-0.058207, 0.788118, -3.404462], [-2.322858, 1.097096, -4.460451], [-3.646596, 1.033303, -0.923710], [-3.396417, -0.303191, -0.203465], [-4.790491, 0.882724, -1.926754], [-4.063814, 2.035053, 0.164837], [-0.879750, 4.983601, -2.958434], [-0.869590, 3.462391, -3.839540], [-0.015175, 3.594190, -2.290060], [-3.342410, 4.936844, -3.172933], [-4.332000, 3.768654, -2.306276], [-3.520333, 3.298898, -3.802028], [-1.696860, 5.312385, -0.968308], [-1.577667, 3.846633, -0.010125], [-3.162266, 4.531932, -0.388459], [-1.407082, -1.109358, -1.976458], [-1.389489, -1.380723, -3.723607], [-2.913763, -1.034488, -2.918555], [0.470809, 0.477935, -2.504622], [0.281361, 1.788835, -3.659090], [0.223820, 0.117154, -4.222233], [-3.405604, 1.064300, -4.329547], [-2.062724, 0.384902, -5.249166], [-2.042768, 2.087875, -4.812079], [-3.397542, -1.152708, -0.881772], [-4.191741, -0.466472, 0.528412], [-2.450187, -0.282600, 0.334982], [-4.587476, 0.121021, -2.677957], [-5.019342, 1.814411, -2.441231], [-5.687372, 0.572119, -1.382568], [-3.222696, 2.262118, 0.820840], [-4.857482, 1.594842, 0.773702], [-4.448627, 2.961797, -0.256633]], "forces_ev_per_a": [[-0.83, -1.86, -0.67], [-0.05, -0.06, -0.12], [-0.08, 0.05, 0.15], [0.38, 0.31, 0.21], [0.06, 0.21, -0.24], [0.54, 0.78, -0.06], [0.08, 0.14, -0.07], [-0.03, -0.03, -0.03], [-0.01, 0.01, 0.00], [0.02, 0.00, -0.02], [0.01, 0.04, -0.04], [-0.16, -0.04, 0.04], [0.04, 0.73, 0.34], [0.05, 0.03, 0.00], [0.03, 0.00, 0.04], [-0.01, 0.00, -0.03], [-0.02, 0.01, 0.02], [-0.01, 0.02, -0.02], [0.00, -0.02, 0.00], [0.06, -0.04, -0.03], [-0.06, 0.06, -0.11], [0.40, -0.23, 0.54], [0.04, 0.08, -0.12], [-0.14, 0.15, -0.13], [0.02, -0.07, 0.04], [0.03, 0.00, -0.02], [-0.02, 0.01, -0.01], [-0.01, 0.02, 0.01], [0.02, 0.01, -0.02], [0.01, -0.04, -0.09], [-0.16, 0.11, 0.12], [-0.14, -0.35, -0.45], [0.12, 0.11, 0.01], [0.00, -0.19, 0.08], [0.00, 0.00, 0.00], [-0.02, -0.02, 0.01], [-0.03, 0.03, 0.00], [-0.02, -0.03, -0.01], [-0.01, -0.03, 0.04], [0.00, 0.04, -0.01], [-0.01, -0.03, 0.03], [0.06, -0.01, 0.05], [0.00, 0.01, 0.00], [-0.01, 0.01, 0.01], [-0.01, 0.01, 0.00], [-0.01, 0.00, 0.00], [0.02, -0.02, -0.01], [0.01, -0.05, -0.09], [0.00, -0.03, -0.01], [-0.01, 0.00, 0.00], [-0.03, -0.01, 0.01], [0.09, -0.05, 0.02], [-0.01, 0.03, -0.01], [0.71, -0.51, 0.18], [-0.01, -0.01, -0.01], [0.03, 0.02, 0.04], [0.01, -0.02, -0.10], [0.05, -0.14, 0.25], [0.06, -0.08, 0.15], [0.04, 0.05, 0.11], [-0.01, 0.00, -0.10], [-0.15, 0.22, 0.15], [-0.04, -0.05, -0.02], [0.28, -0.15, 0.22], [0.00, -0.08, 0.02], [0.02, -0.02, 0.03], [-0.65, -0.12, -0.67], [0.03, 0.01, 0.25], [0.05, -0.01, 0.24], [-0.28, 0.35, -0.07], [-0.08, 0.08, -0.05], [-0.06, -0.02, 0.09], [0.22, 0.13, 0.15], [0.04, 0.00, -0.10], [0.07, 0.00, -0.05], [0.02, 0.00, -0.05], [-0.03, 0.01, 0.02], [0.01, 0.00, -0.01], [0.05, 0.05, -0.02], [0.01, 0.01, 0.01], [0.00, 0.04, -0.01], [-0.02, 0.03, -0.04], [-0.02, -0.01, -0.05], [0.09, 0.03, 0.14], [0.00, -0.03, 0.02], [-0.05, 0.00, -0.03], [-0.36, 0.44, -0.02], [-0.05, 0.01, 0.04], [0.01, -0.01, -0.09], [0.02, -0.03, -0.01], [-0.04, 0.02, -0.02], [0.00, 0.02, -0.06], [0.00, 0.00, -0.01], [0.00, 0.02, -0.01], [0.00, -0.01, -0.01], [-0.02, 0.02, -0.02], [-0.07, -0.03, 0.04], [-0.01, -0.02, 0.00], [-0.04, -0.01, -0.01], [-0.01, 0.01, 0.01], [-0.02, 0.04, 0.07], [0.00, -0.03, -0.03], [0.01, 0.02, 0.01]]}

---

3.
{"formula": "C16H30F2N5O3P2Pd", "method": "ωB97M-V/def2-TZVPD", "homo_lumo_gap_ev": 9.53, "de_lowest_kj_mol": 0.0, "spin_multiplicity": 1, "charge": 1, "species": ["Pd", "C", "N", "C", "P", "O", "O", "P", "O", "N", "C", "C", "N", "C", "C", "N", "C", "C", "H", "H", "H", "H", "H", "H", "H", "H", "H", "H", "H", "H", "H", "H", "H", "H", "H", "H", "H", "H", "H", "H", "H", "H", "N", "C", "C", "C", "C", "C", "C", "C", "H", "H", "H", "H", "H", "F", "C", "F", "H"], "positions_angstrom": [[-0.057915, 0.244802, 0.139801], [1.684433, 0.638188, 2.896938], [2.564716, 1.532609, 2.137757], [2.532421, 2.913342, 2.619502], [2.874597, 1.184382, 0.573829], [2.024769, 0.103983, -0.028385], [2.665674, 2.589551, -0.222702], [1.200909, 3.118223, -0.702623], [0.149812, 2.462157, 0.128576], [1.337801, 4.735793, -0.552286], [2.472016, 5.435648, 0.039189], [0.073485, 5.471853, -0.466762], [1.042259, 2.813481, -2.301617], [0.471822, 1.555745, -2.783419], [2.096089, 3.329582, -3.178743], [4.446992, 0.820909, 0.391079], [4.893026, 0.150529, -0.831427], [5.467787, 1.645280, 1.029540], [1.939367, 0.717472, 3.953647], [1.828455, -0.395806, 2.592408], [0.633351, 0.914343, 2.769052], [2.814826, 2.922174, 3.672225], [1.530106, 3.341974, 2.517227], [3.238426, 3.534144, 2.074023], [3.370609, 4.828180, -0.011202], [2.275489, 5.698677, 1.082834], [2.649540, 6.357562, -0.516733], [-0.730035, 4.904599, -0.933284], [0.172292, 6.422891, -0.990621], [-0.195403, 5.662990, 0.574848], [-0.418515, 1.301953, -2.212966], [1.186808, 0.728873, -2.734060], [0.170879, 1.696382, -3.821511], [2.429609, 4.306203, -2.834610], [1.693732, 3.440748, -4.184953], [2.952812, 2.649556, -3.216104], [4.079717, -0.429999, -1.257642], [5.709157, -0.527311, -0.581931], [5.251947, 0.871987, -1.571643], [5.115563, 2.005218, 1.993936], [5.749092, 2.496526, 0.401691], [6.353639, 1.035370, 1.204666], [-2.126653, 0.360016, 0.188431], [-3.221735, 0.024236, 0.176446], [-4.597634, -0.363773, 0.156481], [-5.326031, -0.243948, -1.026725], [-6.665085, -0.589857, -1.027339], [-7.264291, -1.048450, 0.138846], [-6.530041, -1.176083, 1.310764], [-5.190055, -0.833370, 1.328351], [-4.843459, 0.111578, -1.926682], [-7.242246, -0.502715, -1.937294], [-8.314068, -1.309610, 0.134045], [-7.002118, -1.543591, 2.211182], [-4.603021, -0.929866, 2.231296], [-1.075153, -2.141229, -0.672572], [-0.183062, -1.671829, 0.240763], [-0.662939, -2.013749, 1.472563], [0.772215, -2.180598, 0.085536]], "forces_ev_per_a": [[-0.48, 0.50, -0.01], [0.15, -0.08, 0.11], [-0.24, 0.15, -0.10], [0.00, 0.00, 0.01], [0.26, 0.07, 0.01], [0.03, -0.03, 0.14], [-0.03, -0.09, -0.10], [0.03, 0.14, 0.09], [-0.04, -0.05, -0.24], [0.06, -0.11, 0.31], [0.00, 0.04, -0.02], [0.00, 0.05, -0.16], [0.13, -0.10, 0.02], [-0.10, 0.05, -0.03], [-0.05, 0.06, -0.04], [-0.05, -0.07, -0.07], [0.02, 0.04, -0.03], [0.01, -0.04, 0.07], [0.02, -0.01, 0.00], [-0.03, 0.00, -0.03], [0.00, -0.01, 0.00], [-0.01, 0.00, 0.00], [0.00, 0.00, 0.00], [0.01, -0.01, 0.01], [0.00, 0.01, -0.02], [0.00, -0.01, 0.00], [-0.01, 0.01, 0.00], [0.01, 0.00, -0.01], [0.00, 0.00, 0.00], [0.00, 0.00, 0.00], [0.00, -0.01, 0.02], [0.00, 0.00, 0.01], [0.02, 0.00, -0.01], [0.00, -0.01, 0.01], [0.00, 0.00, 0.00], [0.00, 0.00, -0.01], [0.00, -0.01, 0.01], [0.00, 0.01, 0.00], [-0.01, 0.00, 0.00], [0.00, -0.01, -0.01], [0.00, 0.00, 0.00], [0.00, 0.00, -0.01], [0.42, -0.35, 0.06], [-0.04, 0.12, -0.03], [-0.02, 0.06, 0.04], [0.00, -0.02, 0.00], [0.01, -0.01, 0.00], [-0.01, 0.00, 0.00], [0.01, -0.01, 0.00], [-0.01, -0.02, -0.01], [0.00, 0.02, 0.00], [0.00, 0.00, 0.00], [0.00, -0.01, 0.00], [0.00, 0.01, 0.00], [0.00, 0.02, 0.00], [0.05, -0.08, -0.05], [-0.24, -0.31, 0.07], [0.04, -0.04, 0.00], [0.06, 0.13, 0.00]]}